No. 1
This record from the OMol25 dataset describes C4H4O in the gas phase. The level of theory is wB97M-V/def2-TZVPD.

Computed properties:
E_LUMO	0.80	eV
frontier orbital gap	0.391	Eh
energy above the lowest of the compared OMol25 structures with the same formula, charge and spin	143.4	kJ/mol
structure (SMILES)	C=C=CC=O

The geometry in XYZ format:
```
9
Properties=species:S:1:pos:R:3:forces:R:3
C -0.114441 -1.828321 -0.315000 0.07 0.11 0.08
C 0.326837 -0.658638 0.049244 -0.09 0.01 -0.02
C 0.663188 0.573372 0.328193 -0.09 -0.27 -0.03
C -0.375196 1.637541 0.153540 -0.32 0.01 0.12
O -1.432162 1.662334 0.731935 0.37 -0.05 -0.25
H -0.035405 -2.151485 -1.349343 -0.01 0.04 0.13
H -0.578955 -2.499206 0.400892 0.12 0.05 -0.05
H 1.675110 0.860580 0.605593 -0.11 -0.05 -0.11
H -0.128978 2.403821 -0.605058 0.07 0.14 0.13
```
Forces are in eV/Å.

***

No. 2
This record from the OMol25 dataset describes 4 unconnected molecules or ions with the total composition C19H40BNO13PS4. The level of theory is wB97M-V/def2-TZVPD.

Computed properties:
E_LUMO	-4.60	eV
frontier orbital gap	0.242	Eh
energy above the lowest of the compared OMol25 structures with the same formula, charge and spin	529.3	kJ/mol
net charge	+1

The geometry in XYZ format:
```
79
Properties=species:S:1:pos:R:3:forces:R:3
C -3.784157 0.738628 -2.280384 -0.09 -0.22 0.49
C -3.305938 -0.048343 -0.957810 -0.27 -0.24 -0.20
P -1.485242 0.356183 -0.471768 0.23 -0.47 -0.24
C -0.918671 1.830405 -1.509893 -0.79 1.16 -0.62
C -1.584901 0.760176 1.371844 -0.40 0.73 3.80
C -1.193580 -0.407306 2.356498 -0.04 3.36 1.08
C -0.768881 -1.817192 1.711495 -3.12 -2.31 -1.53
O -1.725841 -2.514336 1.275817 4.03 3.00 1.77
O 0.563939 -2.274779 1.571197 -2.28 1.18 1.43
C -1.237254 -0.163269 3.888340 -1.02 2.80 -2.72
C -1.706914 1.222099 4.380310 0.65 -2.41 -2.58
N -2.099096 2.286640 3.460507 0.95 -3.10 -0.73
C -2.572621 3.553534 4.093160 -0.43 0.51 1.09
B -1.423503 4.679587 4.322018 1.34 2.15 0.14
O -0.075011 4.606391 3.820217 -2.40 0.43 2.12
O -1.838140 5.867231 5.063481 1.18 -2.70 -0.61
C -2.042224 2.110195 2.002802 -0.08 -2.26 1.92
S -2.563604 3.511632 0.934756 0.49 -0.88 0.19
H -4.030200 1.828357 -2.025634 0.47 -1.55 -0.46
H -4.745853 0.238681 -2.636939 1.35 0.72 0.31
H -2.984170 0.695504 -3.112334 -1.41 0.07 1.35
H -3.303073 -1.190439 -1.146629 0.05 1.90 0.28
H -3.993067 0.123265 -0.058177 0.87 -0.08 -1.37
H 0.010703 2.368973 -1.126674 -1.18 -0.97 -0.37
H -0.695277 1.417487 -2.565127 -0.25 0.51 1.77
H -1.754785 2.610210 -1.645893 1.38 -1.11 0.16
H 0.965186 -2.326714 2.469681 -0.08 0.28 -0.77
H -0.926963 -1.002244 4.603097 -0.67 1.62 -1.01
H -1.759496 1.372754 5.521011 -0.07 0.19 -2.22
H -3.452972 4.053108 3.566956 1.13 -1.08 0.61
H -2.957031 3.264461 5.146451 0.54 0.52 -1.76
H 0.404851 5.305243 4.335485 -0.19 -0.78 -1.09
H -1.123469 6.158140 5.669675 -0.67 0.12 -0.62
H -3.631173 4.200016 1.494575 0.81 -1.09 0.31
O 0.281401 2.823377 -5.273859 0.30 0.43 0.44
S 1.640602 2.978928 -4.821295 0.80 -0.32 -0.46
O 1.961138 3.681285 -3.603527 -0.60 -0.17 -0.43
O 2.528539 3.589059 -6.025638 -0.28 -0.77 0.62
C 2.126148 4.830296 -6.606974 -0.27 1.04 -0.24
C 2.414436 6.003775 -5.687769 -0.06 0.02 0.32
C 2.402857 1.383265 -4.750739 0.05 0.13 -0.17
H 1.069025 4.798021 -6.886963 0.06 -0.16 0.11
H 2.699272 4.952257 -7.529441 0.03 -0.39 0.15
H 1.812929 5.950036 -4.778186 0.03 0.02 -0.09
H 2.186487 6.950348 -6.182542 0.05 -0.11 -0.09
H 3.463471 6.003713 -5.381889 -0.07 0.02 -0.11
H 2.199673 0.849361 -5.678294 0.02 0.10 0.06
H 1.970366 0.846155 -3.906417 0.03 0.14 -0.04
H 3.473787 1.509653 -4.598390 -0.13 -0.02 0.02
O -3.778311 -3.927219 5.572234 0.46 -0.41 -0.05
S -3.711723 -5.363114 5.468273 -0.34 -0.64 -0.29
O -2.658438 -6.120301 6.093668 -0.33 0.76 -0.24
O -3.799375 -5.779852 3.908968 -0.46 0.07 0.88
C -2.834994 -5.235637 3.008309 0.87 0.26 -0.54
C -1.469863 -5.874393 3.192005 0.18 -0.02 0.27
C -5.261420 -6.046414 5.982120 -0.08 -0.01 -0.17
H -2.780311 -4.148411 3.115617 -0.14 -0.09 0.11
H -3.189332 -5.440944 1.995180 -0.28 -0.04 0.28
H -1.053093 -5.640351 4.173943 -0.04 -0.03 -0.07
H -0.767402 -5.513954 2.436948 -0.15 -0.01 -0.08
H -1.541998 -6.962396 3.122985 0.01 0.11 -0.06
H -6.070030 -5.506334 5.491011 0.11 -0.04 0.01
H -5.332643 -5.927227 7.063640 0.15 0.06 -0.09
H -5.283412 -7.104688 5.723953 0.06 0.11 0.00
O 5.330021 -2.705111 -4.422348 -0.27 0.66 0.38
S 4.627847 -2.147802 -3.297572 0.17 -0.41 0.51
O 3.983210 -0.859682 -3.366714 0.37 -0.47 -0.26
O 5.597442 -2.177939 -2.004976 -0.89 -0.34 -0.43
C 6.863564 -1.520971 -2.088805 0.88 0.70 -0.11
C 6.719251 -0.010077 -2.050306 -0.21 0.17 -0.17
C 3.438207 -3.327530 -2.726180 0.06 -0.03 0.17
H 7.404609 -1.843497 -2.983185 -0.20 -0.07 0.00
H 7.449508 -1.844199 -1.224778 -0.34 -0.24 -0.06
H 6.190456 0.358712 -2.931377 0.08 -0.03 0.06
H 7.698061 0.473379 -2.022669 -0.02 -0.13 0.06
H 6.142946 0.298885 -1.174654 0.11 -0.04 -0.02
H 3.917168 -4.301673 -2.635417 0.01 0.12 -0.02
H 2.635610 -3.370835 -3.463054 0.15 0.09 -0.03
H 3.042744 -2.994237 -1.767006 0.06 0.01 -0.08
```
Forces are in eV/Å.

***

No. 3
This record from the OMol25 dataset describes a molecular structure, C19H49As3LiSe4Si2Te. The level of theory is wB97M-V/def2-TZVPD.

Computed properties:
E_LUMO	2.06	eV
frontier orbital gap	0.211	Eh
energy above the lowest of the compared OMol25 structures with the same formula, charge and spin	63.8	kJ/mol
net charge	-1

The geometry in XYZ format:
```
79
Properties=species:S:1:pos:R:3:forces:R:3
Li -0.010170 -3.100995 -1.424135 0.14 -0.53 -0.20
Se -0.632732 -2.095805 -3.590148 -0.20 0.15 0.06
Se 0.545650 -3.803219 -4.676716 0.05 0.10 -0.12
Se 1.533729 -4.950806 -2.901240 0.12 0.06 0.16
Se -0.247764 -5.911412 -1.751864 -0.12 0.32 0.19
C 1.333446 -5.280095 1.554241 -0.01 -0.04 0.12
As 0.750103 -3.447499 1.222846 0.05 -0.34 -0.15
C -0.999315 -3.608123 2.095308 0.00 -0.01 -0.11
C 1.926425 -2.750156 2.664548 -0.17 0.49 -0.01
C 1.899783 -1.305708 3.218565 -0.08 -0.10 0.04
C 3.173830 -1.151443 4.080566 -0.14 0.15 -0.04
C 2.011248 -0.237779 2.119623 0.04 -0.19 -0.05
As 0.663521 -0.102894 0.685531 -0.20 0.08 0.02
C -0.758784 0.855288 1.653602 -0.12 0.02 -0.01
C 1.500273 1.479490 -0.097377 0.32 0.34 0.31
C 0.615811 -1.027889 4.049076 0.39 -0.22 -0.13
As 0.558115 -1.562872 5.947557 0.17 -0.01 0.01
C -1.069193 -0.543900 6.331534 -0.15 0.06 0.01
C -0.351387 -3.289901 5.817548 -0.03 -0.15 -0.09
H 1.333351 -5.487122 2.627083 0.00 -0.04 -0.02
H 2.333521 -5.424182 1.150232 0.06 0.03 0.00
H 0.669543 -5.952677 1.021960 -0.06 -0.06 -0.06
H -0.908381 -4.054667 3.080356 0.00 -0.04 0.15
H -1.592480 -4.265574 1.455073 0.04 0.04 0.04
H -1.507243 -2.647145 2.166126 -0.01 0.03 -0.02
H 2.916222 -2.935404 2.244407 0.15 -0.01 -0.02
H 1.813307 -3.450770 3.489057 -0.02 -0.07 0.22
H 4.062090 -1.148282 3.438583 -0.13 -0.01 0.07
H 3.280709 -1.963925 4.797100 -0.03 -0.08 0.08
H 3.156149 -0.213674 4.645556 0.01 -0.03 -0.05
H 2.941902 -0.401286 1.571407 0.10 -0.01 -0.06
H 2.090875 0.746954 2.584232 0.03 0.09 0.08
H -0.368345 1.740237 2.162491 -0.01 -0.03 0.00
H -1.234170 0.196087 2.382922 0.01 0.10 -0.12
H -1.518496 1.161658 0.929503 0.06 0.02 0.04
H 1.519248 2.301111 0.620663 0.11 -0.01 0.11
H 0.941668 1.771300 -0.984732 0.44 0.07 0.38
H 2.520105 1.232906 -0.394664 0.03 -0.01 -0.01
H -0.257213 -1.451459 3.554727 -0.05 -0.03 -0.05
H 0.454384 0.048576 4.096946 0.04 0.15 0.00
H -0.829249 0.514264 6.441353 -0.02 -0.03 -0.01
H -1.496323 -0.903069 7.269304 -0.01 0.05 -0.03
H -1.806892 -0.666001 5.531864 0.08 0.00 0.09
H 0.299182 -4.042708 5.366391 -0.06 0.07 0.04
H -1.273023 -3.209538 5.235803 0.09 -0.01 0.02
H -0.594370 -3.609995 6.830511 -0.03 -0.05 0.00
C -3.857064 2.900949 -3.592382 -0.17 -0.06 -0.49
Si -3.171898 3.237855 -1.905415 0.03 0.21 0.06
C -3.942176 2.110152 -0.649934 -0.22 -0.27 0.37
C -3.609980 4.996720 -1.428654 -0.09 0.42 0.09
C -1.330790 3.028337 -1.916142 0.43 0.04 0.02
Te -0.788451 0.972492 -2.408172 -0.81 -0.13 -0.83
C -0.397608 1.462994 -4.455658 -0.42 -0.19 -0.17
Si 1.407531 1.779911 -4.761308 -0.10 0.08 -0.05
C 1.656025 2.053612 -6.588003 0.05 0.04 -0.55
C 2.452648 0.374861 -4.182329 0.27 -0.47 0.06
C 1.915737 3.349011 -3.892596 0.11 0.45 0.24
H -4.949369 3.023874 -3.594243 0.21 -0.03 -0.05
H -3.622489 1.878075 -3.912444 -0.06 0.17 0.02
H -3.432679 3.600037 -4.329205 -0.13 -0.18 0.13
H -5.034774 2.090399 -0.772041 0.22 -0.01 0.08
H -3.720125 2.457994 0.369835 -0.07 -0.11 -0.18
H -3.571752 1.083727 -0.758024 -0.10 0.13 0.03
H -4.700440 5.164123 -1.445324 0.34 -0.04 0.02
H -3.144635 5.716401 -2.121669 -0.15 -0.16 0.21
H -3.246938 5.220464 -0.412529 -0.11 -0.01 -0.28
H -0.883866 3.269611 -0.940244 -0.04 -0.03 -0.19
H -0.845271 3.664884 -2.671864 -0.08 -0.15 0.25
H -1.033480 2.322061 -4.704111 0.08 -0.16 0.00
H -0.743449 0.586981 -5.019041 0.03 0.20 0.09
H 1.377985 1.156679 -7.164939 0.09 0.28 0.15
H 2.709729 2.289401 -6.808198 -0.29 -0.06 0.01
H 1.035658 2.893263 -6.940241 0.18 -0.22 0.03
H 2.104265 -0.577853 -4.608414 0.11 0.19 0.12
H 2.385360 0.277328 -3.092930 0.06 -0.04 -0.12
H 3.506203 0.526787 -4.462303 -0.22 -0.05 0.09
H 1.193587 4.161797 -4.071517 0.22 -0.18 0.04
H 2.896476 3.679850 -4.266081 -0.20 -0.03 0.14
H 1.997366 3.197326 -2.807200 -0.03 0.07 -0.19
```
Forces are in eV/Å.

***

| no. | E_HOMO (eV) |
| --- | --- |
| 1 | -9.8 |
| 2 | -11.2 |
| 3 | -3.7 |